Molecular formula: C41H44ClFN3Pt
Method: DFT, the ωB97M-V functional and the def2-TZVPD basis

The geometry in XYZ format:
```
91
Properties=species:S:1:pos:R:3:forces:R:3:lowdin_charge:R:1
Pt -1.025825 -1.392825 0.222820 0.3 0.7 0.7 1.183
C 3.121575 -0.721925 2.980820 -0.2 0.0 -0.1 -0.052
C 1.953375 -1.544325 2.435820 0.0 0.1 0.1 -0.372
C 1.222775 -2.341225 3.516120 0.0 0.1 -0.2 -0.058
C 2.409175 -2.464025 1.326720 -0.2 0.1 -0.2 -0.141
C 3.368875 -3.433025 1.567220 0.1 -0.1 0.0 -0.048
C 3.790175 -4.271525 0.550620 0.1 -0.1 0.1 -0.092
C 3.237475 -4.151525 -0.710080 0.1 -0.1 -0.1 -0.055
C 2.264475 -3.201925 -0.992980 0.0 -0.1 0.1 -0.138
C 1.762275 -3.111825 -2.419880 -0.1 0.2 -0.1 -0.359
C 2.449575 -1.953625 -3.150780 0.0 -0.2 0.0 -0.052
C 0.243075 -3.021125 -2.551480 0.1 0.1 -0.1 -0.079
C 1.857575 -2.344425 0.039020 0.2 -0.3 0.2 -0.190
N 0.931075 -1.321525 -0.187180 -0.8 -0.8 -0.1 -0.130
C 1.364675 -0.074125 -0.392080 -1.8 2.2 -0.1 -0.234
C 0.380275 0.959275 -0.423680 2.2 -1.7 0.0 -0.253
N -0.910825 0.605175 -0.266880 -1.0 -0.9 -0.1 -0.106
C -1.842025 1.633275 -0.109680 -0.2 0.2 0.3 -0.230
C -2.709525 1.983375 -1.161580 0.0 0.0 0.0 -0.146
C -3.653925 2.974775 -0.940080 -0.1 0.1 0.0 -0.064
C -3.743025 3.632875 0.271820 0.0 0.1 0.1 -0.104
C -2.873425 3.299075 1.295220 -0.1 0.1 0.0 -0.051
C -1.919725 2.307075 1.130220 0.0 -0.2 -0.2 -0.162
C -1.021625 1.925175 2.290820 0.1 0.0 0.1 -0.360
C -0.296125 3.140575 2.868920 0.0 -0.1 -0.1 -0.056
C -1.809825 1.209075 3.393420 0.1 0.0 -0.2 -0.054
C -2.661825 1.351975 -2.539580 0.2 -0.2 -0.1 -0.353
C -3.070725 -0.123125 -2.529080 0.0 0.1 0.1 -0.065
C -1.298825 1.517675 -3.220280 -0.2 0.0 0.0 -0.048
C 1.041175 2.213475 -0.639080 0.0 0.9 -0.1 -0.084
C 0.666375 3.549175 -0.752780 -0.3 -1.4 0.1 -0.028
C 1.662975 4.506875 -0.939680 1.2 0.6 -0.2 -0.099
C 3.011175 4.199175 -1.019980 -0.5 0.6 0.0 -0.049
C 3.433175 2.853675 -0.914980 -0.8 -0.8 0.2 -0.188
C 4.755375 2.358075 -0.958780 0.5 -0.5 0.0 -0.045
C 4.991375 1.000975 -0.824680 0.7 1.1 -0.2 -0.093
C 3.976175 0.062475 -0.638880 -1.4 -0.2 0.1 -0.022
C 2.662075 0.513275 -0.586580 1.1 0.0 -0.1 -0.090
C 2.427375 1.906175 -0.731780 0.9 0.7 -0.1 -0.087
H 2.763075 0.010975 3.701320 0.0 0.1 0.1 0.071
H 3.603375 -0.186125 2.164720 0.1 0.1 0.0 0.069
H 3.864775 -1.349825 3.469120 0.1 -0.1 0.1 0.069
H 1.222875 -0.841025 2.022820 0.2 -0.1 0.0 0.104
H 1.865975 -3.093725 3.966420 0.1 -0.1 0.1 0.069
H 0.371675 -2.842725 3.061320 -0.1 -0.1 0.0 0.066
H 0.861075 -1.674225 4.297020 0.0 0.1 0.2 0.070
H 3.799075 -3.536925 2.554920 0.0 0.0 0.1 0.105
H 4.548375 -5.020225 0.740620 0.0 0.0 0.0 0.091
H 3.573675 -4.808025 -1.503880 0.0 -0.1 -0.1 0.103
H 2.076475 -4.038525 -2.921380 0.0 0.1 0.1 0.122
H 2.124875 -0.992925 -2.760280 0.0 0.1 0.1 0.069
H 2.216775 -1.993725 -4.213780 -0.1 0.0 -0.2 0.072
H 3.529375 -2.027925 -3.033980 0.1 0.1 0.0 0.076
H -0.137625 -2.074325 -2.163880 0.1 -0.2 -0.1 0.034
H -0.228425 -3.827825 -1.995580 -0.2 0.0 0.1 0.074
H -0.042625 -3.094225 -3.601180 0.0 -0.1 -0.2 0.071
H -4.325925 3.241575 -1.745780 -0.1 0.0 -0.1 0.105
H -4.486425 4.403875 0.418420 -0.1 0.1 0.0 0.094
H -2.955425 3.812375 2.243020 0.0 0.1 0.1 0.105
H -0.259425 1.227275 1.934720 -0.1 0.1 -0.1 0.115
H -0.994225 3.832175 3.334920 -0.1 0.2 0.1 0.067
H 0.252275 3.670175 2.093520 0.1 0.1 -0.1 0.072
H 0.411975 2.818575 3.629820 0.1 0.0 0.1 0.075
H -2.631725 1.824175 3.756320 -0.1 0.1 0.0 0.075
H -1.150425 0.989175 4.231620 0.0 -0.1 0.1 0.074
H -2.209925 0.266975 3.025420 -0.1 -0.1 0.0 0.060
H -3.403225 1.885075 -3.153580 0.1 0.0 0.1 0.123
H -2.410225 -0.710525 -1.885080 0.0 0.1 -0.2 0.032
H -3.023325 -0.524925 -3.541080 0.0 -0.1 -0.1 0.077
H -4.088825 -0.231125 -2.159780 -0.2 -0.1 0.0 0.069
H -0.562825 0.854575 -2.774780 0.1 0.0 0.0 0.069
H -0.939925 2.542575 -3.130780 0.1 0.0 0.0 0.078
H -1.390725 1.266975 -4.278180 0.0 0.0 -0.1 0.074
H -0.371625 3.846575 -0.696680 -0.1 0.1 0.0 0.102
H 1.364975 5.545575 -1.018880 0.0 0.1 0.0 0.092
H 3.743175 4.985875 -1.155180 0.0 0.1 0.0 0.094
H 5.581875 3.044275 -1.094080 0.1 0.0 0.0 0.095
H 6.014675 0.649875 -0.860780 0.1 0.0 0.0 0.092
H 4.215475 -0.985525 -0.532680 0.0 -0.1 0.0 0.105
Cl -6.161925 0.905175 0.745320 -0.1 0.0 0.1 0.694
C -5.238325 -0.555225 0.594620 -1.0 -0.6 -0.2 -0.641
C -5.866425 -1.752825 0.250720 1.4 0.0 0.2 -0.074
C -5.011125 -2.859725 0.114420 -1.3 0.6 0.0 -0.056
C -3.658825 -2.726925 0.274020 1.0 0.3 0.4 -0.120
N -3.052025 -1.546725 0.580420 -1.5 0.1 -0.5 -0.096
C -3.881025 -0.485225 0.768920 1.2 -0.7 0.0 -0.149
H -6.930625 -1.823925 0.122920 -0.2 0.0 -0.1 0.100
H -5.434525 -3.819225 -0.141880 0.1 -0.1 0.0 0.104
H -3.009325 -3.587225 0.184520 0.3 0.2 -0.1 0.099
H -3.426125 0.453675 1.032820 0.1 0.0 0.0 0.084
F -0.869125 -3.296725 0.761320 -0.2 -0.4 0.0 -0.571
```
Forces are in eV/Å.

- lowest unoccupied orbital energy (alpha / beta) (eV) = 2.254 / 2.246
- net charge = -1
- strongest force on any atom (eV/Å) = 2.85
- orbital gap (alpha / beta) (eV) = 4.5 / 4.5
- E_tot (hartree) = -2432.514641

=====

Molecular formula: C28H71N3O9
Method: DFT, the ωB97M-V functional and the def2-TZVPD basis

The geometry in XYZ format:
```
111
Properties=species:S:1:pos:R:3:forces:R:3:mulliken_spin:R:1
C 3.293042 0.383974 -4.278439 0.1 0.3 -1.4 0.000
O 2.522272 1.216974 -5.155259 0.1 0.3 0.3 0.000
H 4.189482 0.886464 -3.915139 -0.2 0.2 0.5 0.000
H 2.643482 -0.016826 -3.500279 0.4 -0.1 0.1 0.000
H 3.697402 -0.354906 -4.970289 -0.2 -0.6 0.5 0.000
H 2.567652 2.118184 -4.827589 -0.1 0.0 0.0 0.000
O 4.388522 -2.036516 -2.313659 0.3 -0.2 0.1 0.000
H 3.668072 -1.447786 -2.088759 -0.4 0.4 0.2 0.000
H 4.148762 -2.393426 -3.168849 0.1 -0.2 -0.2 0.000
O 5.135622 1.001354 2.038001 0.3 0.4 0.1 0.000
H 4.245852 1.348844 1.976401 -0.2 0.1 -0.2 0.000
H 5.019992 0.094544 2.321831 -0.1 -0.4 -0.1 0.000
O 2.916072 -0.087666 -0.851499 -0.3 -0.7 0.0 0.000
H 3.628622 0.551204 -0.832719 0.4 0.6 0.1 0.000
H 2.126012 0.429314 -0.694129 -0.2 0.2 -0.1 0.000
O 3.626222 2.707884 -0.273119 0.0 -0.5 -0.1 0.000
H 4.266832 3.366214 -0.003919 0.3 0.1 0.1 0.000
H 2.836162 3.209724 -0.473599 -0.4 0.3 0.0 0.000
O 4.051252 -1.678386 1.446311 0.1 -0.3 0.7 0.000
H 4.268382 -1.580536 0.519221 0.1 0.1 -0.4 0.000
H 3.101572 -1.797456 1.459101 -0.1 0.1 -0.2 -0.002
C 2.316902 5.816134 0.997001 1.0 -1.7 0.6 0.000
C 1.001022 5.900994 0.208071 3.0 0.0 -0.8 0.000
C 1.597362 6.327224 -1.195189 -2.5 0.1 -1.7 0.000
C 0.592062 5.975364 -2.336839 0.5 -0.6 0.4 0.000
C 0.349492 4.460924 -2.364309 -0.9 0.3 0.8 0.000
C -0.307848 3.978914 -1.026219 0.4 -1.4 -0.2 0.000
N 0.411192 4.516894 0.139721 1.6 1.1 -0.8 0.000
O -0.041348 4.039624 1.374701 0.4 -0.1 0.1 0.000
C -1.793938 4.365934 -0.975459 0.1 -1.0 -0.3 0.000
C -0.098918 2.395644 -0.915129 -0.4 0.8 0.5 0.000
C 0.165172 6.996114 0.793911 -1.5 -0.2 0.1 0.000
H 2.205162 5.381204 1.990201 -0.2 0.3 0.2 0.000
H 3.041722 6.629194 1.037851 -1.0 0.9 0.1 0.000
H 2.971472 5.122684 0.469011 -0.2 -0.5 0.0 0.000
H 1.637572 7.415704 -1.236569 0.4 0.0 0.4 0.000
H 2.558152 5.945844 -1.540939 0.2 -0.3 0.9 0.000
H 0.945772 6.229664 -3.336009 0.2 0.5 0.1 0.000
H -0.304208 6.563404 -2.139309 -0.3 -0.3 -0.2 0.000
H 1.253982 3.926394 -2.654609 0.4 0.0 0.7 0.000
H -0.313338 4.170594 -3.179449 -0.4 0.2 0.1 0.000
H -2.032108 5.241354 -1.579629 0.1 0.2 0.5 0.000
H -2.401388 3.556474 -1.380269 0.0 -0.1 -0.2 0.000
H -2.078138 4.412054 0.075821 -0.4 0.6 -0.2 0.000
H -0.576058 1.751494 -1.653719 0.3 0.6 -0.7 0.000
H 0.979332 2.255104 -0.839559 0.0 -0.3 -0.3 0.000
H -0.520508 1.966434 -0.006209 0.0 0.5 0.5 0.000
H -0.712488 7.098964 0.155761 -0.3 0.4 0.1 0.000
H 0.640472 7.968304 0.924521 0.3 -0.2 -0.4 0.000
H -0.171278 6.717054 1.792421 -0.1 -0.1 0.0 0.000
H -0.993038 4.156724 1.421361 -0.4 0.4 0.0 0.000
C 0.751732 -3.834726 6.071381 1.9 0.7 0.7 0.028
C 0.318732 -3.626026 4.604881 -0.8 -1.1 1.6 -0.015
C -1.184138 -4.061946 4.569601 -1.1 -0.7 -2.1 0.020
C -1.924228 -3.561526 3.302361 1.3 1.3 0.1 -0.015
C -1.822938 -2.049826 3.325961 -0.6 0.2 -0.7 0.012
C -0.387928 -1.481326 3.319621 -0.9 1.8 0.3 0.005
N 0.414722 -2.183216 4.321281 0.1 -1.4 -1.7 0.720
O 1.588762 -1.614776 4.664411 -0.6 -0.3 -0.1 0.058
C 0.230882 -1.608836 1.843831 -0.2 0.2 0.4 0.069
C -0.570228 0.029364 3.800391 0.2 -0.1 -0.2 0.035
C 1.290872 -4.479316 3.691021 -0.1 0.8 0.0 0.074
H 1.812732 -3.603296 6.165211 0.4 -0.6 -0.4 0.000
H 0.610252 -4.834886 6.480981 -0.3 0.0 -0.5 0.001
H 0.439682 -3.135446 6.847091 -1.2 0.2 -0.4 -0.004
H -1.291518 -5.126856 4.363351 0.8 -0.4 0.9 -0.002
H -1.761668 -3.855496 5.470671 0.5 0.3 0.1 -0.001
H -2.975768 -3.809056 3.157141 0.2 -0.5 0.4 0.000
H -1.326078 -3.944176 2.475381 -0.3 -0.1 -0.4 0.002
H -2.475558 -1.689376 4.121101 0.6 0.1 0.6 0.000
H -2.309608 -1.565536 2.479371 0.1 -0.2 -0.4 -0.002
H 0.521402 -0.663706 1.385101 0.1 0.3 0.6 -0.001
H 1.103192 -2.253356 1.735361 -0.2 -0.2 0.3 0.004
H -0.570528 -1.953436 1.190311 0.1 -0.4 0.2 -0.001
H 0.273792 0.533814 4.270781 0.4 -0.4 -0.3 0.001
H -0.845068 0.661884 2.956301 0.0 -0.2 -0.2 0.000
H -1.381048 0.132784 4.521471 -0.1 -0.4 0.0 -0.003
H 2.353012 -4.271536 3.820561 -0.1 0.6 0.5 -0.001
H 1.114502 -4.266226 2.636701 -0.4 -0.5 0.0 -0.003
H 1.223442 -5.530846 3.970011 -0.6 0.1 -0.2 0.004
H 1.258252 -1.141496 5.431471 0.8 1.0 0.9 0.018
C -2.275118 -1.099606 -0.931979 -0.2 -0.5 0.1 -0.001
C -1.622128 -1.860396 -2.104799 -1.4 -0.9 -0.6 -0.001
C -1.141268 -3.259926 -1.615979 -0.5 0.7 0.7 -0.003
C -2.249018 -4.306966 -1.239599 0.9 1.2 -0.9 0.000
C -3.053008 -4.483756 -2.503329 -1.0 0.9 -0.8 0.000
C -3.691628 -3.125346 -3.108369 1.4 -0.6 0.6 0.000
N -2.598398 -2.077026 -3.256139 1.8 -3.4 1.4 0.000
O -2.999188 -0.953576 -3.887429 -0.4 1.2 -0.4 0.000
C -4.196288 -3.465226 -4.541849 0.3 0.2 1.3 0.000
C -4.859598 -2.553776 -2.231589 0.3 -1.4 -1.3 0.000
C -0.409838 -1.077026 -2.617619 -1.2 -0.3 -0.4 0.002
H -2.841968 -1.764586 -0.280379 0.0 -0.3 -0.1 0.001
H -3.018018 -0.381546 -1.279249 0.3 0.4 0.0 0.000
H -1.529218 -0.650616 -0.276119 0.0 0.5 -0.2 0.000
H -0.438238 -3.621956 -2.366159 -0.2 -0.4 -0.1 0.000
H -0.534688 -2.994456 -0.750139 0.2 -0.3 0.3 0.001
H -2.918178 -4.002766 -0.434749 0.2 0.4 0.2 0.000
H -1.770778 -5.224266 -0.896169 0.0 -0.1 -0.2 0.000
H -3.875368 -5.183626 -2.354989 -0.2 0.0 0.0 0.000
H -2.441818 -4.939306 -3.282449 0.2 0.2 -0.1 0.000
H -3.446698 -3.993586 -5.130959 0.2 0.2 0.2 0.000
H -5.026058 -4.154716 -4.386339 -0.3 0.3 -0.5 0.000
H -4.431898 -2.524396 -5.039269 -0.4 -0.3 -0.2 0.000
H -5.114918 -1.667386 -2.812299 -0.5 0.5 1.0 0.000
H -5.725038 -3.214086 -2.287219 -0.1 -0.1 -0.3 0.000
H -4.680068 -2.504366 -1.157609 0.4 0.8 -0.3 0.000
H -0.829228 -0.127796 -2.951019 0.6 0.4 0.4 0.000
H 0.000682 -1.516616 -3.526649 0.1 -0.3 0.2 0.000
H 0.315832 -1.056756 -1.804539 0.2 0.5 -0.2 -0.001
H -3.741998 -0.629676 -3.372719 -0.4 0.8 0.1 0.000
```
Forces are in eV/Å.

- lowest unoccupied orbital energy (alpha / beta) (eV) = -2.618 / -6.642
- net charge = +1
- relative energy (zero: lowest compared OMol25 entry of this formula, charge and spin) (kJ/mol) = 135.8
- strongest force on any atom (eV/Å) = 4.13
- ⟨S²⟩ = 0.75
- multiplicity = 2
- orbital gap (alpha / beta) (eV) = 7.5 / 3.5
- E_tot (hartree) = -1950.348419

=====

Molecular formula: C5H7FO
Method: DFT, the ωB97M-V functional and the def2-TZVPD basis

The geometry in XYZ format:
```
14
Properties=species:S:1:pos:R:3:forces:R:3:nbo_charge:R:1
C -0.393357 0.718909 -0.245537 1.9 0.9 -0.2 -0.367
C -1.758497 0.135665 -0.118930 -1.6 -2.9 0.7 -0.355
C -1.392692 0.501674 -1.431098 0.9 -1.1 -2.3 0.180
C 0.648985 -0.189211 0.102297 -0.4 0.2 0.2 0.475
C 1.382476 -0.057992 1.444414 -0.5 1.6 -1.5 -0.694
O 0.875205 -1.329148 -0.626505 -0.5 0.1 0.7 -0.668
F -1.804873 1.740879 -1.875988 -0.3 0.4 0.1 -0.365
H -0.239387 1.790407 -0.042126 0.1 -0.5 0.3 0.225
H -1.895952 -0.974587 0.212566 0.4 2.1 -0.8 0.192
H -1.120303 -0.058569 -2.431462 -0.4 0.6 2.4 0.181
H 1.901617 0.985588 1.619634 -1.3 -2.1 -0.3 0.251
H 2.111752 -0.812584 1.294748 1.1 -0.7 0.9 0.214
H 0.617225 -0.310251 2.198386 0.7 0.2 0.1 0.244
H 1.067801 -2.140780 -0.100400 -0.1 1.1 -0.2 0.488
```
Forces are in eV/Å.

- lowest unoccupied orbital energy (alpha / beta) (eV) = 0.261 / -0.224
- relative energy (zero: lowest compared OMol25 entry of this formula, charge and spin) (kJ/mol) = 441.9
- strongest force on any atom (eV/Å) = 3.43
- orbital gap (alpha / beta) (eV) = 8.0 / 6.9
- E_tot (hartree) = -369.630673